The following is a DFT calculation (ωB97M-V/def2-TZVPD) of a single C2H7N2OP molecule in a non-equilibrium geometry.

Values from the calculation:
LUMO energy (alpha / beta) = -0.037 / -0.026 Ha
ΔE to the lowest compared entry with this formula, charge and spin = 342.31 kJ/mol
Kohn-Sham gap (alpha / beta) = 8.96 / 9.48 eV
Total energy = -16501.6282 eV
Largest force on an atom = 7.95 eV/Å

```
! wB97M-V def2-TZVPD RIJCOSX def2/J DEFGRID3
* xyz 0 1
C -2.43 0.44 0.53
H 0.96 0.94 -1.92
P 0.10 -0.32 -0.22
H -2.46 -0.19 -0.40
N 1.13 -1.27 0.70
H -3.26 0.96 1.21
H 2.39 0.30 -0.90
N -0.79 0.71 0.86
H 1.39 1.65 -0.36
H 0.59 -2.01 1.02
H 1.71 -0.88 1.47
C 1.42 0.77 -0.88
O -0.75 -1.10 -1.11
*
```


The following is a DFT calculation (ωB97M-V/def2-TZVPD) of a single C28H34N4O7 molecule.

Values from the calculation:
LUMO energy = 0.019 Ha
ΔE to the lowest compared entry with this formula, charge and spin = 0.00 kJ/mol
Kohn-Sham gap = 8.57 eV
Total energy = -49883.7210 eV
Largest force on an atom = 0.94 eV/Å

```
! wB97M-V def2-TZVPD RIJCOSX def2/J DEFGRID3
* xyz 0 1
C 2.97 0.63 1.07
H -1.39 -3.81 1.74
H 3.82 -3.10 0.95
C -1.72 2.31 2.04
C -4.98 -1.90 -2.55
H 2.72 1.68 1.13
H -5.39 -2.77 -3.07
H -1.37 4.59 1.40
C -3.72 -1.52 -0.58
C -2.43 0.11 1.31
C 2.44 -1.64 1.66
H 5.50 -1.36 -1.50
C -3.07 -2.09 0.55
H -5.80 -1.23 -2.27
H -2.55 -5.14 1.51
H 0.88 -2.31 -3.25
O -4.31 -2.41 -1.43
H 0.11 3.04 -2.67
O -3.10 -3.44 0.62
C -1.17 0.40 3.40
H -4.30 -1.37 -3.22
C 3.58 -2.05 0.98
H 6.51 -1.17 -0.07
H 4.98 1.04 -1.38
C -2.45 -4.07 1.70
N -1.81 0.95 2.22
O -1.22 3.03 2.88
C -2.92 2.09 -0.10
O 0.50 2.59 0.41
N 0.54 2.67 -1.83
N -2.24 2.81 0.86
H 2.18 -2.60 -2.06
H 1.82 -2.36 2.16
C 1.37 -1.93 -2.33
H -0.85 1.25 4.01
C 5.60 -1.62 -0.44
H -4.15 0.33 -1.59
N 0.95 0.21 2.29
C -2.46 -1.27 1.48
C -3.04 0.67 0.18
H -1.52 4.09 -1.61
H -1.87 -0.21 3.97
O 0.14 -1.61 3.39
H 0.38 0.42 -3.40
H -0.41 5.15 -0.73
H -1.13 -0.20 -1.75
H 2.02 1.46 -1.05
H 5.69 -2.70 -0.37
C 4.96 1.23 -0.30
O 1.92 -0.66 -2.57
C 1.52 1.62 -2.00
C -0.93 4.20 -0.70
H 5.99 1.17 0.06
H 0.77 1.19 2.07
C 4.40 -1.14 0.32
H -2.92 -3.83 2.65
H 2.25 1.92 -2.75
C 0.10 3.08 -0.63
C -1.87 4.18 0.52
H -2.77 4.75 0.30
O -3.34 2.63 -1.11
H -0.50 -2.44 -1.32
C 2.12 -0.29 1.69
H -1.98 -1.72 2.33
C 0.05 -0.46 3.03
C 0.33 -1.74 -1.22
C -3.69 -0.16 -0.75
H 0.80 -1.89 -0.25
C 4.10 0.22 0.38
H -0.02 0.26 -0.46
H 4.59 2.24 -0.13
C 0.89 0.29 -2.43
C -0.10 -0.28 -1.39
*
```


The following is a DFT calculation (ωB97M-V/def2-TZVPD) of 6 unconnected molecules or ions with the total composition C26H34BrFN9O in a non-equilibrium geometry.

Values from the calculation:
LUMO energy = -0.124 Ha
ΔE to the lowest compared entry with this formula, charge and spin = 92.42 kJ/mol
Kohn-Sham gap = 5.99 eV
Total energy = -115722.5149 eV
Largest force on an atom = 4.06 eV/Å

```
! wB97M-V def2-TZVPD RIJCOSX def2/J DEFGRID3
* xyz 1 1
H 4.01 4.60 0.31
H -0.73 8.82 0.92
C -1.19 2.00 -2.51
C 1.18 -6.75 4.57
N -6.24 -3.59 -0.69
N -5.26 -4.62 0.93
Br -4.69 -2.58 4.32
H 1.22 10.57 -2.53
H 2.15 -8.61 4.33
N 3.27 4.32 -0.30
C -6.37 -4.65 0.16
C -0.16 8.97 0.01
C -1.77 2.33 -3.71
N 5.64 0.33 0.40
C 6.15 -0.64 1.22
H -2.44 3.16 -3.87
H 0.97 4.79 -2.57
C -2.95 -3.13 3.64
H -1.71 -4.21 2.14
H -1.26 2.45 -1.53
N -5.10 -2.94 -0.42
C 0.43 -6.71 2.45
H -3.12 -1.08 1.14
H 0.00 -5.04 3.89
H 1.36 -8.68 1.96
C 2.61 5.15 -1.17
H 0.14 0.42 -2.01
H 0.05 -0.36 -4.39
C -1.33 1.38 -4.67
H -2.63 -2.75 -1.33
N -0.41 0.88 -2.71
H 1.14 2.25 -1.63
N -3.31 -3.16 1.16
H -3.31 -4.92 2.44
C 0.83 9.93 -1.76
H -4.87 -2.12 -0.97
H -6.90 -3.32 -1.41
C 4.96 -1.62 -0.41
C -2.78 -3.96 2.30
C -0.49 0.50 -4.03
C 0.06 10.20 -0.66
N 1.60 -7.88 3.92
C -2.27 -1.85 -0.78
H 1.64 8.11 -2.46
C 2.74 3.06 -0.40
H 4.41 0.34 -1.35
H 3.13 2.26 0.21
C 4.90 -0.26 -0.60
H 2.88 6.20 -1.25
C 0.48 7.99 -0.70
H 4.48 -2.36 -1.03
H -0.31 11.17 -0.37
H -1.59 1.35 -5.71
H -0.05 -6.40 1.54
F -1.32 -1.88 1.39
C 1.66 4.42 -1.82
H 1.44 -6.58 5.60
H 0.56 6.93 -0.53
H 5.78 1.32 0.50
H -1.20 -1.62 -0.98
C 0.46 -6.00 3.68
C 5.75 -1.85 0.74
H 6.76 -0.37 2.07
C -4.45 -3.56 0.62
H -2.83 -0.95 -1.14
C -2.55 -1.97 0.75
O -1.96 -2.85 4.20
C 1.14 -7.87 2.63
C 1.74 3.09 -1.33
H -7.20 -5.36 0.19
N 1.09 8.58 -1.77
H 5.99 -2.81 1.17
*
```


Q: Which of these has the highest total energy?
A: C2H7N2OP